Entry 1:
Here is a single C22H29NO4 molecule from the OMol25 dataset. Energies are from wB97M-V/def2-TZVPD.

Last column: natural (NBO) charge in e.
Element x y z (Å)
O1 0.28565 -2.92073 -3.27129  -0.527
O2 3.24631 -1.43017 -4.40592  -0.715
O3 -0.01451 0.47198 1.14298  -0.533
O4 -3.78531 1.28695 -0.26106  -0.560
N1 0.85540 0.58173 -2.43483  -0.630
C1 -0.04423 0.87172 -0.20923  -0.070
C2 0.88180 0.52539 3.29904  -0.266
C3 2.11659 -1.32283 -3.56829  0.050
C4 -0.69617 -2.47792 -2.42036  0.371
C5 3.59850 2.54330 4.98583  -0.622
C6 -3.74122 -1.43364 0.43675  -0.421
C7 1.74561 1.01907 4.25203  -0.195
C8 -0.72089 -3.06415 -1.15588  -0.284
C9 2.66299 2.01780 3.93926  -0.051
C10 -3.24585 -0.35122 1.40551  -0.524
C11 -1.70343 -2.72862 -0.24823  -0.187
C12 2.68251 2.50018 2.64087  -0.181
C13 -1.68241 -1.55622 -2.75354  -0.337
C14 1.90136 0.19029 -3.34691  -0.223
C15 1.05054 0.20701 -1.04940  -0.254
C16 0.88411 -2.02961 -4.18710  -0.090
C17 -2.68840 -1.80159 -0.57051  -0.039
C18 -3.35195 1.04760 0.83777  0.619
C19 0.90981 1.01681 1.99289  0.370
C20 -2.66258 -1.22591 -1.83194  -0.188
C21 1.82136 2.01285 1.67056  -0.324
C22 -2.88160 2.12758 1.77969  -0.727
H1 0.01068 1.96106 -0.30695  0.181
H2 -3.52145 2.14880 2.65947  0.230
H3 0.16985 -0.24833 3.54236  0.216
H4 4.25699 1.75020 5.33884  0.217
H5 -1.86710 1.91644 2.10702  0.241
H6 3.47969 -2.36001 -4.50506  0.470
H7 2.84620 0.60169 -2.98245  0.203
H8 1.70955 0.62571 5.25770  0.209
H9 1.00145 -0.87911 -0.86688  0.178
H10 -0.04815 0.23994 -2.74917  0.363
H11 -4.01685 -2.32213 1.00827  0.213
H12 -1.72042 -1.11271 -3.73830  0.219
H13 -4.62883 -1.06108 -0.07736  0.229
H14 0.03856 -3.79078 -0.91054  0.224
H15 -1.70586 -3.19487 0.72656  0.210
H16 1.21826 -2.65153 -5.02435  0.198
H17 -3.41851 -0.50325 -2.09995  0.234
H18 3.04006 2.91713 5.84301  0.216
H19 4.21028 3.35010 4.59071  0.213
H20 -2.19977 -0.52591 1.66768  0.249
H21 -3.82719 -0.37773 2.33031  0.228
H22 2.03843 0.55752 -0.73744  0.194
H23 -1.02031 0.54430 -0.57736  0.205
H24 3.38469 3.27580 2.37014  0.208
H25 1.87342 2.42151 0.67409  0.221
H26 2.32152 -1.80605 -2.59942  0.165
H27 -2.91733 3.09620 1.28832  0.232
H28 1.69312 0.64448 -4.31931  0.199
H29 0.17504 -1.29503 -4.57861  0.172

**Structure (SMILES)**: CC(=O)CCc1ccc(OC[C@@H](O)CNCCOc2ccc(C)cc2)cc1
**E**: -32964.253 eV
**Energy above the lowest of the compared OMol25 structures with the same formula, charge and spin**: 64.4 kcal per mole
**HOMO energy**: -8.36 eV

***

Entry 2:
Here is a single C22H29NO5 molecule from the OMol25 dataset. Energies are from wB97M-V/def2-TZVPD.

Last column: natural (NBO) charge in e.
Element x y z (Å)
O1 -4.49658 -0.07881 -0.44997  -0.405
O2 1.27465 1.19653 -1.91987  -0.616
O3 -6.68266 -2.63807 -0.91177  -0.702
O4 1.76461 1.18630 0.26655  -0.535
O5 2.42046 -1.42611 -0.71099  -0.527
N1 -2.23568 2.25541 0.16133  -0.441
C1 5.99963 -0.97650 -0.78444  -0.191
C2 -0.25520 0.11221 -0.39469  -0.171
C3 1.00161 0.88912 -0.78977  0.840
C4 4.09775 -1.95603 0.98183  -0.332
C5 -4.79199 -1.35058 -0.10932  0.248
C6 6.39240 -1.44974 0.45872  -0.249
C7 -0.71990 0.45047 1.02653  -0.423
C8 -1.20941 1.90333 1.11539  -0.217
C9 -1.84720 1.91425 -1.18966  -0.222
C10 2.96930 1.90756 0.01058  -0.077
C11 3.70248 -1.47211 -0.25975  0.392
C12 -4.53209 -1.54683 1.21689  -0.321
C13 2.71465 3.40748 -0.03009  -0.634
C14 0.06351 -1.39307 -0.52891  -0.386
C15 -1.37795 0.46626 -1.38054  -0.409
C16 -5.34365 -2.26740 -1.15510  -0.112
C17 5.43895 -1.93908 1.33081  -0.188
C18 -3.60827 1.98374 0.53868  -0.258
C19 -4.04396 -0.31348 1.71118  -0.310
C20 4.66889 -0.98741 -1.14366  -0.287
C21 -4.03367 0.54950 0.65265  0.261
C22 1.36659 -1.81389 0.14354  -0.076
H1 -1.58554 2.10445 2.12096  0.199
H2 7.43418 -1.44044 0.74075  0.213
H3 0.14896 -1.63961 -1.58898  0.227
H4 -2.68691 2.11908 -1.85634  0.205
H5 1.38275 -2.90486 0.28215  0.182
H6 -5.34501 -1.75184 -2.11751  0.205
H7 1.46843 -1.33289 1.12371  0.183
H8 -1.02380 2.58254 -1.46590  0.199
H9 3.65473 3.93202 -0.17431  0.217
H10 -3.77833 2.46786 1.50505  0.215
H11 -3.74541 -0.09896 2.71738  0.227
H12 3.37671 -2.35304 1.67947  0.219
H13 3.38872 1.56718 -0.94067  0.204
H14 2.04812 3.64740 -0.85511  0.221
H15 -4.66594 -2.45253 1.77430  0.224
H16 -4.71028 -3.16571 -1.23159  0.175
H17 -0.35952 2.57023 0.93186  0.196
H18 5.73470 -2.31768 2.29851  0.213
H19 2.26114 3.74096 0.90073  0.208
H20 0.09016 0.31178 1.74175  0.221
H21 -1.53457 -0.22527 1.29283  0.219
H22 -0.76376 -1.96518 -0.10420  0.217
H23 3.64443 1.64073 0.82699  0.193
H24 -2.20902 -0.22388 -1.23635  0.208
H25 -4.24544 2.46726 -0.20804  0.217
H26 4.34211 -0.62683 -2.10659  0.229
H27 -6.74668 -3.02108 -0.02992  0.466
H28 -1.00859 0.35229 -2.40029  0.234
H29 6.73643 -0.59704 -1.47677  0.214

**Structure (SMILES)**: CCOC(=O)C1(CCOc2ccccc2)CCN(Cc2ccc(CO)o2)CC1
**E**: -35011.732 eV
**Energy above the lowest of the compared OMol25 structures with the same formula, charge and spin**: 21.5 kcal per mole
**HOMO energy**: -8.14 eV

***

Q: Number 1 is which compound?
A: C22H29NO4